DFT (wB97M-V/def2-TZVPD) results for a single C3H4N2OS molecule at a distorted geometry.

Structure (XYZ):
```
11
C3H4N2OS wB97M-V/def2-TZVPD
C 0.732 0.028 0.104
C -1.967 -0.464 -0.060
C 2.166 -0.275 -0.090
N -0.971 -1.258 -0.071
N -1.601 1.028 0.030
O -3.155 -0.693 -0.096
S -0.079 1.429 -0.139
H 2.153 -1.044 -0.804
H 2.425 -0.866 0.881
H 2.675 0.586 -0.152
H -2.378 1.529 0.396
```

Calculated values
E_tot: -699.46491 hartree
molecular weight: 116.1 g mol⁻¹
net charge: 0
energy above the lowest of the compared OMol25 structures with the same formula, charge and spin: 130.0 kcal per mole

DFT (wB97M-V/def2-TZVPD) results for a single C3H4N2OS molecule at a distorted geometry.

Structure (XYZ):
```
11
C3H4N2OS wB97M-V/def2-TZVPD
C -0.481 -1.366 -0.914
C -0.438 -0.313 0.214
N -1.328 -0.261 1.195
O -0.918 0.809 1.959
N 0.049 1.540 1.384
C 0.374 0.872 0.283
S 1.538 1.504 -0.722
H -1.003 -2.393 -0.929
H -0.735 -0.936 -2.021
H 0.642 -1.580 -0.952
H 2.300 2.123 0.502
```

Calculated values
E_tot: -699.52097 hartree
molecular weight: 116.1 g mol⁻¹
net charge: 0
energy above the lowest of the compared OMol25 structures with the same formula, charge and spin: 94.9 kcal per mole

DFT (wB97M-V/def2-TZVPD) results for a molecular structure, C3H4N2OS at a distorted geometry.

Structure (XYZ):
```
11
C3H4N2OS wB97M-V/def2-TZVPD
C -0.104 0.841 1.140
C -0.282 -0.345 1.837
C -0.266 0.446 -0.220
N -0.401 -1.368 1.017
N -0.229 -0.941 -0.205
O -0.385 1.053 -1.306
S 1.328 0.914 -2.729
H 0.076 1.920 1.477
H -0.085 -0.651 2.914
H -0.449 -1.551 -0.967
H 0.797 -0.318 -2.958
```

Calculated values
E_tot: -699.52547 hartree
molecular weight: 116.1 g mol⁻¹
net charge: 0
energy above the lowest of the compared OMol25 structures with the same formula, charge and spin: 92.0 kcal per mole